(1)
Molecular formula: C5H34N2O10
Method: DFT, ωB97M-V with the def2-TZVPD basis set

XYZ file:
```
51
Properties=species:S:1:pos:R:3:lowdin_charge:R:1
C 0.987 -2.318 2.398 -0.086
C 2.251 -1.533 2.053 -0.379
C 2.192 -0.323 3.085 -0.045
N 2.388 -0.950 0.676 -0.049
C 1.920 -1.775 -0.431 -0.199
C 0.946 -0.990 -1.454 -0.267
N 0.640 -1.636 -2.698 0.002
H 0.940 -2.430 3.516 0.088
H 0.048 -1.947 1.963 0.078
H 1.121 -3.322 2.105 0.040
H 3.201 -2.086 2.065 0.133
H 1.736 0.500 2.644 0.001
H 1.588 -0.536 4.002 0.095
H 3.197 0.094 3.057 0.081
H 1.986 -0.041 0.665 0.052
H 2.833 -2.114 -0.857 0.091
H 1.432 -2.702 -0.032 0.100
H 1.539 -0.068 -1.596 0.117
H 0.020 -0.923 -0.816 0.097
H 1.560 -1.901 -3.040 0.083
H 0.160 -2.534 -2.492 0.096
O -2.091 0.573 0.048 -0.010
H -2.908 0.624 -0.262 -0.045
H -1.526 0.536 -0.769 0.050
O -1.999 -2.078 0.277 0.000
H -1.934 -1.282 -0.118 -0.068
H -2.898 -2.084 0.622 0.086
O -0.793 -4.379 -0.452 -0.025
H -1.183 -3.575 -0.235 -0.066
H -0.500 -4.976 0.198 0.014
O -0.993 0.814 -2.697 -0.012
H -0.531 0.128 -3.168 0.041
H -1.230 1.525 -3.230 0.051
O -3.879 3.304 -1.160 -0.106
H -4.507 2.549 -1.174 0.026
H -3.103 2.760 -0.783 0.042
O -0.190 1.664 1.832 -0.081
H -0.901 1.008 1.602 0.059
H 0.615 1.352 1.367 0.030
O 0.754 2.555 -0.651 0.024
H 0.420 3.109 -0.017 -0.027
H 0.366 2.052 -1.280 -0.038
O -3.685 0.910 -2.002 -0.083
H -4.056 1.430 -2.726 0.074
H -2.765 0.728 -2.273 0.013
O -1.156 3.777 0.762 -0.037
H -1.188 2.848 0.752 -0.046
H -1.047 3.996 1.687 0.059
O 3.752 3.053 -0.235 -0.050
H 2.910 2.640 -0.344 -0.031
H 3.563 3.977 -0.381 0.027
```

## Properties
energy	-1072.6890	hartree
relative energy (zero: lowest compared OMol25 entry of this formula, charge and spin)	4.934	eV
gap between HOMO and LUMO	0.3160	Ha
lowest unoccupied orbital energy	-0.10	eV
spin multiplicity	1


(2)
Molecular formula: C5H34NO13S
Method: DFT, ωB97M-V with the def2-TZVPD basis set

XYZ file:
```
54
Properties=species:S:1:pos:R:3:lowdin_charge:R:1
O -0.900 0.700 2.000 -0.015
C -0.318 -0.181 1.346 -0.485
N 0.748 -0.739 1.986 0.071
C 1.704 -1.740 1.437 -0.298
C 2.865 -1.075 0.655 -0.638
S 3.625 -2.541 -0.354 0.206
C -0.893 -0.728 0.141 -0.176
C -0.255 -0.089 -1.038 -0.072
H 1.385 -0.006 2.457 0.163
H 1.078 -2.527 0.775 0.106
H 2.056 -2.354 2.280 0.101
H 3.702 -0.766 1.360 0.061
H 2.433 -0.165 0.081 0.043
H -1.990 -0.561 0.134 0.122
H -0.635 -1.738 0.142 0.052
H 0.443 0.760 -0.855 0.073
H -0.998 0.425 -1.628 0.059
H 0.500 -0.762 -1.546 0.067
H 3.184 1.188 0.822 -0.017
H 2.430 2.623 1.077 0.110
O 2.855 1.763 1.501 -0.109
H -3.947 2.552 -1.147 -0.034
H -2.496 1.861 -1.635 0.101
O -3.516 2.104 -1.821 -0.107
H -2.355 -1.700 2.988 -0.007
H -1.801 -3.052 2.974 0.014
O -2.622 -2.579 2.857 -0.034
H 0.132 2.137 2.550 -0.001
H 1.579 2.472 2.464 0.009
O 0.702 2.904 2.534 -0.068
H 2.590 0.277 -3.473 0.003
H 1.605 1.368 -4.001 0.066
O 2.550 1.155 -3.886 -0.076
H -3.055 2.744 1.258 -0.033
H -2.558 1.383 1.262 -0.001
O -3.061 2.017 0.784 0.024
H -0.416 -4.368 0.401 0.099
H -2.031 -4.358 0.631 0.051
O -1.185 -4.103 1.050 -0.114
H 2.652 -0.819 -1.731 -0.030
H 2.203 -1.938 -2.646 -0.004
O 1.993 -1.077 -2.402 -0.135
H -4.394 0.179 -0.587 0.039
H -4.168 -0.717 -2.027 0.053
O -4.250 -0.690 -1.046 -0.099
H -1.020 -3.066 -1.479 0.063
H -2.209 -2.358 -1.999 -0.045
O -1.908 -3.207 -1.941 -0.034
H 2.520 1.606 -2.103 -0.009
H 2.691 2.867 -1.526 0.001
O 2.305 2.085 -1.304 -0.014
H -0.019 3.901 0.203 -0.031
H 0.280 4.261 1.406 -0.077
O 0.189 4.673 0.616 0.007
```

## Properties
energy	-1641.9312	hartree
relative energy (zero: lowest compared OMol25 entry of this formula, charge and spin)	3.215	eV
gap between HOMO and LUMO	0.2426	Ha
lowest unoccupied orbital energy	2.42	eV
total charge	-1
spin multiplicity	1


(3)
Molecular formula: C5H34NO13S
Method: DFT, ωB97M-V with the def2-TZVPD basis set

XYZ file:
```
54
Properties=species:S:1:pos:R:3:lowdin_charge:R:1
C 0.896 -0.095 -1.489 -0.285
N 0.777 0.921 -0.470 -0.035
C 1.937 1.217 0.367 -0.371
C 1.491 2.259 1.363 -0.516
S 0.225 1.767 2.578 0.718
C 3.198 1.668 -0.421 -0.187
O 3.221 2.802 -0.821 0.062
C 0.300 0.221 -2.889 -0.067
H 0.397 -1.065 -1.168 0.115
H 1.907 -0.442 -1.726 0.087
H 0.246 1.754 -0.681 0.085
H 2.094 0.194 0.828 0.143
H 2.355 2.698 1.912 0.097
H 1.005 3.056 0.847 0.012
H 3.942 0.894 -0.722 0.126
H 0.500 -0.722 -3.460 0.083
H -0.807 0.225 -2.852 0.073
H 0.936 0.912 -3.423 0.066
H 3.310 -2.170 1.872 -0.019
H 4.517 -1.620 1.218 0.010
O 4.228 -1.913 2.086 -0.078
H -3.779 3.415 1.794 0.061
H -3.757 2.560 0.553 0.035
O -3.800 3.491 0.830 -0.056
H 0.329 -3.835 -0.259 0.000
H 1.323 -4.038 -1.466 0.006
O 0.444 -4.208 -1.135 -0.063
H 0.766 -3.267 2.349 0.051
H 0.620 -2.013 1.587 0.021
O 1.394 -2.785 1.778 -0.194
H -3.493 0.744 -1.332 0.052
H -3.021 1.906 -2.088 0.034
O -3.768 1.651 -1.533 -0.045
H -0.448 3.877 0.539 0.023
H -2.018 3.568 0.532 0.008
O -1.135 3.288 0.213 -0.107
H -2.650 -2.823 -0.990 -0.021
H -2.622 -3.614 -2.255 0.018
O -3.031 -2.823 -1.896 -0.102
H -0.591 0.993 1.788 -0.127
H -0.484 -1.019 0.701 -0.014
O -0.670 -1.428 1.570 -0.347
H -1.164 4.269 -2.758 0.039
H -0.041 4.364 -1.876 0.005
O -0.253 4.634 -2.781 -0.075
H -2.567 -0.827 3.652 0.032
H -1.518 -1.800 3.083 -0.014
O -2.217 -1.727 3.770 -0.100
H 2.573 -2.633 0.423 0.007
H 2.689 -1.398 -0.587 -0.029
O 2.751 -2.346 -0.507 -0.076
H -1.622 -2.375 0.929 -0.009
H -2.580 -3.228 1.679 0.022
O -2.334 -3.132 0.746 -0.155
```

## Properties
energy	-1641.9771	hartree
relative energy (zero: lowest compared OMol25 entry of this formula, charge and spin)	1.965	eV
gap between HOMO and LUMO	0.3095	Ha
lowest unoccupied orbital energy	2.16	eV
total charge	-1
spin multiplicity	1


(4)
Molecular formula: C5H35NO13
Method: DFT, ωB97M-V with the def2-TZVPD basis set

XYZ file:
```
54
Properties=species:S:1:pos:R:3:lowdin_charge:R:1
C 0.468 0.313 -2.413 0.011
C 0.399 -0.233 -1.197 -0.213
N -0.832 -0.613 -0.650 -0.063
C -1.010 -1.369 0.561 -0.207
C -1.139 -0.738 3.040 0.028
C -0.821 -0.479 1.779 -0.165
H -0.170 0.680 -3.193 0.066
H 1.491 0.701 -2.623 0.060
H 1.277 -0.663 -0.782 0.063
H -1.649 -0.105 -0.964 0.097
H -0.309 -2.192 0.504 0.112
H -1.955 -1.930 0.613 0.112
H -1.079 -0.041 3.847 0.031
H -1.459 -1.813 3.157 0.096
H -0.254 0.398 1.455 0.070
H -3.947 0.514 -2.804 0.057
H -4.266 -0.907 -2.196 0.044
O -3.668 -0.149 -2.168 -0.042
H -0.669 2.088 4.112 0.077
H -1.101 3.033 2.955 0.069
O -0.571 2.255 3.162 -0.060
H -1.298 4.246 -1.767 0.049
H -1.009 2.958 -2.341 0.035
O -0.973 3.385 -1.466 -0.063
H -3.416 1.103 0.356 0.032
H -2.305 1.841 1.062 -0.001
O -3.003 1.982 0.409 -0.056
H -3.421 -2.930 -1.499 0.020
H -3.487 -1.728 -0.704 -0.012
O -3.751 -2.658 -0.624 -0.072
H 2.019 1.684 1.677 0.003
H 1.809 1.666 3.222 0.024
O 2.443 1.849 2.525 -0.049
H 4.211 -0.819 -1.112 0.070
H 3.223 0.221 -1.414 0.025
O 3.249 -0.735 -1.159 -0.090
H 3.320 -0.356 2.927 0.004
H 2.391 -1.504 2.981 -0.004
O 3.165 -1.154 3.452 -0.087
H 1.023 -2.208 -3.210 -0.006
H 2.515 -2.241 -2.563 0.005
O 1.948 -2.420 -3.321 -0.055
H 3.234 2.413 -0.818 0.078
H 1.651 1.952 -1.000 0.020
O 2.582 1.840 -1.222 -0.056
H 2.920 -2.742 0.729 0.060
H 1.760 -1.844 0.361 -0.015
O 2.167 -2.281 1.110 -0.041
H 0.321 3.199 1.791 0.023
H 0.021 2.269 0.552 0.005
O 0.489 3.074 0.833 -0.076
H -1.388 -2.078 -1.733 0.013
H -0.801 -3.224 -2.409 0.047
O -1.684 -2.847 -2.290 -0.071
```

## Properties
energy	-1244.2530	hartree
relative energy (zero: lowest compared OMol25 entry of this formula, charge and spin)	4.956	eV
gap between HOMO and LUMO	0.3167	Ha
lowest unoccupied orbital energy	-0.04	eV
spin multiplicity	1


(5)
Molecular formula: C5H35NO13
Method: DFT, ωB97M-V with the def2-TZVPD basis set

XYZ file:
```
54
Properties=species:S:1:pos:R:3:lowdin_charge:R:1
O 0.044 -1.067 -0.629 -0.001
C -1.091 -1.222 -1.047 -0.163
C -2.006 -0.023 -1.186 -0.345
C -3.492 -0.253 -0.938 -0.166
C -3.910 0.058 0.519 -0.239
C -3.545 -1.076 1.487 -0.088
N -1.733 0.452 -2.542 0.062
H -1.225 -2.150 -1.634 0.144
H -1.665 0.791 -0.552 0.152
H -3.775 -1.284 -1.142 0.117
H -4.083 0.433 -1.547 0.101
H -3.434 0.987 0.829 0.099
H -4.987 0.216 0.490 0.102
H -2.965 -0.806 2.367 0.072
H -4.407 -1.593 1.908 0.070
H -2.944 -1.816 0.954 0.060
H -1.001 1.128 -2.660 0.100
H -1.988 -0.190 -3.277 0.097
H -0.046 -4.208 0.794 0.012
H -0.011 -4.798 2.204 0.059
O -0.158 -3.979 1.724 -0.046
H 2.961 -0.963 1.028 0.019
H 2.550 -2.314 0.314 0.033
O 3.080 -1.515 0.241 -0.061
H 2.925 -1.854 -1.982 0.052
H 1.488 -1.475 -1.757 0.004
O 2.030 -2.117 -2.240 -0.068
H -0.271 3.306 3.129 0.034
H 1.324 3.233 3.318 0.015
O 0.458 3.107 3.714 -0.050
H -3.039 3.121 -3.980 0.061
H -3.224 1.752 -3.479 0.016
O -3.661 2.625 -3.431 -0.069
H 1.305 -3.465 -1.337 -0.008
H 0.742 -4.821 -1.883 0.046
O 0.818 -4.279 -1.097 -0.068
H 0.315 -0.889 1.464 0.001
H 0.388 -2.295 2.033 -0.011
O 0.682 -1.378 2.209 -0.076
H 5.351 -0.063 0.838 0.052
H 5.815 1.194 0.060 0.058
O 5.071 0.808 0.536 -0.041
H -3.697 3.176 -1.651 -0.030
H -4.638 3.249 -0.468 0.023
O -3.945 3.744 -0.914 -0.072
H 3.494 1.507 2.918 0.085
H 2.137 0.905 3.192 0.089
O 2.763 1.057 2.478 -0.022
H 4.372 2.705 1.479 0.020
H 3.068 1.977 1.600 -0.113
O 3.442 2.869 1.652 -0.100
H 1.928 1.958 -0.249 0.014
H 2.860 1.344 -1.252 0.025
O 2.042 1.852 -1.198 -0.054
```

## Properties
energy	-1244.3123	hartree
relative energy (zero: lowest compared OMol25 entry of this formula, charge and spin)	3.342	eV
gap between HOMO and LUMO	0.3671	Ha
lowest unoccupied orbital energy	0.24	eV
spin multiplicity	1


(6)
Molecular formula: C5H35NO13
Method: DFT, ωB97M-V with the def2-TZVPD basis set

XYZ file:
```
54
Properties=species:S:1:pos:R:3:lowdin_charge:R:1
C -3.136 -1.423 -0.365 -0.178
O -3.579 -0.108 -0.517 -0.077
C -1.551 -1.449 -0.593 -0.268
C -0.929 -2.857 -0.222 -0.084
C 0.024 -3.240 -1.258 -0.078
C 1.352 -3.275 -1.230 0.188
N -0.841 -0.421 0.234 0.139
H -3.687 -2.142 -1.153 0.187
H -3.318 -1.604 0.701 0.129
H -3.615 0.285 0.387 0.136
H -1.516 -1.018 -1.639 0.107
H -0.556 -2.846 0.785 0.123
H -1.757 -3.649 -0.211 0.173
H -0.472 -3.593 -2.069 0.081
H 1.995 -3.240 -2.039 0.082
H 1.939 -2.913 -0.266 0.138
H -1.028 -0.668 1.148 0.028
H 0.218 -0.385 0.073 0.121
H -1.624 2.542 2.961 0.034
H -2.083 1.071 2.751 0.037
O -1.792 1.918 2.295 -0.059
H -2.782 0.825 -3.464 0.010
H -2.921 0.695 -1.867 0.025
O -2.375 0.948 -2.660 -0.024
H 2.825 -0.336 2.193 0.002
H 1.816 0.755 2.157 -0.035
O 2.066 -0.005 2.501 0.077
H 1.169 -1.629 4.373 -0.048
H 1.522 -0.267 4.322 0.026
O 1.220 -0.957 4.953 -0.022
H 0.889 0.128 -3.134 0.155
H 0.087 0.466 -1.936 -0.009
O 0.830 -0.070 -2.109 -0.086
H 2.187 3.103 0.852 0.063
H 3.493 2.378 0.738 -0.021
O 3.051 2.946 1.398 -0.103
H 2.994 -0.013 -0.368 0.041
H 2.358 -0.877 -1.495 0.085
O 2.621 -0.987 -0.465 -0.196
H -0.740 -0.633 3.236 -0.020
H -1.616 -0.386 4.557 0.159
O -1.612 -0.469 3.509 -0.077
H 0.400 3.614 -0.808 -0.024
H 1.074 4.955 -1.204 0.104
O 1.158 3.942 -1.326 -0.106
H 4.383 1.766 -1.007 0.087
H 2.853 2.287 -1.208 0.133
O 3.472 1.533 -0.817 -0.087
H -0.524 -2.625 -3.729 0.106
H -0.630 -1.202 -3.290 -0.067
O -0.212 -1.656 -3.969 -0.051
H -1.400 2.382 0.629 0.031
H -1.083 1.686 -0.647 0.034
O -1.040 2.650 -0.290 -0.121
```

## Properties
energy	-1243.8927	hartree
relative energy (zero: lowest compared OMol25 entry of this formula, charge and spin)	6.564	eV
gap between HOMO and LUMO (alpha / beta)	0.3670 / 0.1837	Ha
lowest unoccupied orbital energy (alpha / beta)	-3.39 / -8.37	eV
total charge	+1
spin multiplicity	2


(7)
Molecular formula: C5H36N2O13
Method: DFT, ωB97M-V with the def2-TZVPD basis set

XYZ file:
```
56
Properties=species:S:1:pos:R:3:lowdin_charge:R:1
C -2.089 -3.261 0.837 -0.230
C -2.035 -3.604 -0.645 -0.208
C -2.422 -2.405 -1.527 -0.077
C -2.512 -1.087 -1.268 -0.234
N -2.539 -0.123 -2.198 -0.043
C -3.559 0.223 -2.928 0.003
N -0.934 -2.350 1.180 0.032
H -1.884 -4.266 1.299 0.116
H -3.042 -2.776 0.933 0.101
H -1.076 -3.982 -1.008 0.104
H -2.746 -4.370 -0.879 0.095
H -2.677 -2.689 -2.551 0.102
H -2.456 -0.595 -0.195 0.144
H -4.586 -0.204 -2.776 0.088
H -3.597 1.103 -3.636 0.083
H -0.217 -2.545 0.508 0.042
H -1.076 -1.413 1.354 -0.007
H 3.107 1.278 4.115 0.021
H 1.472 1.222 4.003 0.045
O 2.302 1.670 4.466 -0.115
H 0.003 -0.524 4.811 0.069
H -0.341 -0.827 3.273 -0.009
O 0.148 -0.324 3.879 -0.021
H 1.835 -0.331 -1.705 0.095
H 1.151 -0.521 -2.990 -0.028
O 1.482 -1.068 -2.311 -0.054
H -0.647 2.068 4.158 0.009
H 0.488 2.959 3.744 0.068
O -0.512 2.953 3.868 -0.049
H 0.010 1.653 -2.435 -0.075
H -1.342 1.561 -3.267 0.085
O -0.445 2.065 -3.080 -0.073
H 2.549 0.048 1.424 0.054
H 3.093 1.296 0.859 -0.079
O 2.975 0.911 1.623 0.012
H -0.411 2.007 0.922 0.045
H -0.887 0.735 -0.013 -0.010
O -0.621 1.004 0.861 -0.073
H 1.447 -2.784 -1.528 -0.035
H 2.739 -3.462 -1.619 0.110
O 1.750 -3.682 -1.349 -0.121
H 1.509 2.721 1.260 0.041
H 1.933 4.089 0.790 -0.008
O 2.043 3.224 0.620 -0.037
H 1.134 3.425 -1.902 0.050
H 2.078 2.349 -1.016 0.011
O 1.773 2.699 -1.864 -0.072
H 1.477 -3.020 1.981 0.051
H 2.468 -3.023 0.802 0.004
O 2.070 -2.443 1.447 -0.072
H 0.798 0.205 -5.341 0.027
H 0.843 1.490 -4.590 0.004
O 1.248 0.649 -4.657 -0.016
H -0.396 4.725 0.995 0.080
H -0.616 3.531 2.023 -0.033
O -0.258 3.817 1.241 -0.016
```

## Properties
energy	-1299.5731	hartree
relative energy (zero: lowest compared OMol25 entry of this formula, charge and spin)	7.708	eV
gap between HOMO and LUMO	0.3276	Ha
lowest unoccupied orbital energy	0.21	eV
spin multiplicity	1


(8)
Molecular formula: C5H36O16
Method: DFT, ωB97M-V with the def2-TZVPD basis set

XYZ file:
```
57
Properties=species:S:1:pos:R:3:lowdin_charge:R:1
O 0.013 -0.459 1.090 0.038
C 0.441 -1.603 0.908 -0.400
O -0.296 -2.712 0.578 0.096
C 1.892 -1.996 1.111 -0.105
C 2.351 -1.602 2.450 -0.215
C 2.884 -0.209 2.435 -0.180
C 4.098 -0.048 1.531 -0.261
O 3.610 0.281 0.329 -0.109
H -1.243 -2.513 0.623 0.052
H 2.551 -1.608 0.217 0.144
H 1.973 -3.005 0.778 0.114
H 1.654 -1.808 3.320 0.136
H 3.205 -2.212 2.764 0.121
H 3.111 -0.114 3.542 0.138
H 2.155 0.533 2.205 0.101
H 4.811 -0.871 1.394 0.146
H 4.576 0.855 1.909 0.120
H 2.862 0.886 0.456 0.082
H -1.455 -3.023 2.790 -0.027
H -0.307 -3.744 3.371 -0.019
O -1.128 -3.888 3.015 -0.025
H -1.070 -0.551 3.424 0.034
H -1.821 -1.502 4.619 0.109
O -1.209 -1.434 3.819 -0.088
H -2.135 1.751 -4.445 0.035
H -2.518 2.764 -3.537 0.044
O -2.191 2.713 -4.467 -0.056
H 4.051 -1.179 -2.296 -0.010
H 3.529 -0.411 -1.122 -0.005
O 3.307 -1.028 -1.827 -0.007
H -2.812 -0.706 0.954 0.022
H -2.878 -2.146 1.392 0.043
O -2.759 -1.618 0.608 -0.043
H -4.109 0.082 -2.011 0.133
H -3.903 1.615 -2.332 -0.032
O -3.566 0.820 -2.445 0.000
H -2.004 2.919 -0.018 0.026
H -3.409 3.255 0.865 0.091
O -2.818 2.529 0.471 -0.130
H 1.716 -0.175 -2.988 -0.001
H 0.336 0.127 -2.827 0.020
O 1.196 0.504 -2.710 -0.006
H -1.635 -1.049 -1.555 0.022
H -2.117 -0.061 -2.451 -0.051
O -1.328 -0.489 -2.248 0.002
H -0.016 3.241 -4.262 0.023
H 0.659 2.064 -3.416 0.030
O 0.218 2.933 -3.424 -0.035
H 1.413 1.183 -1.027 0.044
H 0.519 1.177 0.131 -0.055
O 1.135 1.666 -0.239 0.021
H -1.443 0.597 1.580 0.029
H -2.632 1.306 1.795 -0.060
O -2.294 0.525 2.021 -0.019
H 0.060 2.922 -0.681 0.019
H -0.531 3.137 -1.983 -0.003
O -0.780 3.282 -1.046 -0.091
```

## Properties
energy	-1415.8903	hartree
relative energy (zero: lowest compared OMol25 entry of this formula, charge and spin)	3.491	eV
gap between HOMO and LUMO	0.3770	Ha
lowest unoccupied orbital energy	0.20	eV
spin multiplicity	1